1.
A structure of composition C28H50ClF9OP2PbSi2. Source: the Open Molecules 2025 dataset; level of theory: the ωB97M-V functional and the def2-TZVPD basis.

Calculated values
Net charge   0
Orbital gap (spin up / spin down)   3.8088 / 4.5087 eV

Geometry as XYZ:
```
94
Properties=species:S:1:pos:R:3:lowdin_charge:R:1
Pb -0.332 0.047 0.235 1.253
C 2.123 -0.148 -1.716 -0.222
C 1.391 -1.341 -1.916 -0.364
C 0.147 -0.921 -2.475 -0.214
Si 2.046 -2.993 -1.317 0.494
C 0.145 0.477 -2.600 -0.217
C 1.392 0.990 -2.129 -0.369
Si 2.044 2.721 -1.818 0.492
H 3.112 -0.105 -1.241 0.091
H -0.689 -1.598 -2.668 0.093
H -0.691 1.106 -2.914 0.093
Cl -5.287 0.187 1.957 -0.489
C 3.899 2.651 -1.680 -0.182
C 1.519 3.810 -3.234 -0.176
C 3.900 -2.888 -1.181 -0.180
C 1.532 -4.311 -2.524 -0.177
H 2.185 3.568 -4.082 0.043
H 1.644 4.878 -2.987 0.037
H 0.480 3.630 -3.551 0.028
H 4.212 2.119 -0.767 0.032
H 4.322 3.669 -1.665 0.039
H 4.300 2.111 -2.552 0.045
H 2.179 -4.197 -3.412 0.043
H 0.483 -4.215 -2.845 0.028
H 1.692 -5.320 -2.104 0.037
H 4.305 -2.508 -2.131 0.044
H 4.328 -3.885 -0.984 0.039
H 4.203 -2.203 -0.372 0.032
C 1.402 3.410 -0.148 -0.393
C 1.390 -3.398 0.437 -0.398
P -0.276 2.852 0.248 0.922
H 1.421 4.519 -0.125 0.049
H 2.075 3.057 0.665 0.051
P -0.283 -2.759 0.749 0.941
H 2.059 -2.922 1.179 0.037
H 1.403 -4.484 0.652 0.049
C -0.820 -3.275 2.478 -0.505
C -1.388 -3.725 -0.378 -0.539
C -1.384 3.605 -1.019 -0.538
C -0.812 3.613 1.858 -0.517
C -0.595 2.710 3.021 -0.148
H -1.900 3.690 1.796 0.123
C -0.069 4.864 2.241 -0.112
H 0.985 4.629 2.469 0.090
H -0.538 5.210 3.174 0.095
H -0.144 5.625 1.464 0.062
H -1.163 1.835 2.762 0.043
H -1.024 3.020 3.979 0.106
H 0.472 2.528 3.168 0.085
H -0.945 3.299 -1.978 0.074
C -1.369 5.126 -0.927 -0.110
C -2.804 3.037 -0.932 -0.097
H -0.365 5.566 -0.932 0.066
H -1.904 5.486 -0.041 0.083
H -1.889 5.519 -1.806 0.086
H -2.871 1.994 -1.254 0.062
H -3.451 3.623 -1.594 0.089
H -3.226 3.090 0.079 0.080
H -0.956 -3.593 -1.381 0.074
C -2.808 -3.152 -0.389 -0.100
C -1.372 -5.207 -0.026 -0.112
H -0.368 -5.640 0.039 0.065
H -1.897 -5.750 -0.819 0.086
H -1.900 -5.409 0.913 0.082
H -2.872 -2.172 -0.871 0.061
H -3.232 -3.044 0.617 0.079
H -3.457 -3.833 -0.950 0.088
C -0.610 -2.174 3.466 -0.145
C -0.062 -4.430 3.054 -0.112
H -1.901 -3.348 2.399 0.117
H 0.996 -4.144 3.232 0.094
H -0.141 -5.301 2.404 0.062
H -0.530 -4.603 4.039 0.097
H 0.430 -1.941 3.630 0.071
H -1.030 -2.309 4.473 0.111
H -1.113 -1.331 3.028 0.025
C -2.429 0.075 0.691 -0.390
H -2.967 -0.006 -0.263 0.009
H -2.572 -0.782 1.354 -0.034
H -2.577 1.019 1.221 -0.028
F 2.032 -0.969 1.963 0.050
C 2.124 -0.064 3.017 -0.400
F 2.950 -0.692 3.935 0.146
F 2.748 1.063 2.489 0.132
C 0.711 0.274 3.580 -0.139
O -0.307 0.354 2.842 -0.124
C -2.027 0.291 4.626 -0.428
F -1.792 -0.437 5.705 0.147
F -2.620 1.434 4.973 0.141
F -2.870 -0.344 3.805 0.079
C 0.857 0.763 5.005 -0.503
F 0.964 -0.310 5.819 0.174
F 1.964 1.521 5.099 0.179
F -0.110 1.541 5.604 0.134
```

=====

2.
The ion C4H10NOS with charge -1. Source: the Open Molecules 2025 dataset; level of theory: the ωB97M-V functional and the def2-TZVPD basis.

Calculated values
Net charge   -1
Energy relative to the best compared isomer or geometry (same formula, charge and spin)   4.924 eV
Orbital gap   5.6462 eV
SMILES string   N[C@H](C[O-])CCS

Geometry as XYZ:
```
17
Properties=species:S:1:pos:R:3:lowdin_charge:R:1
N 0.122 1.769 -1.247 -0.043
C -0.256 1.074 0.072 -0.365
C 1.274 0.842 0.774 -0.532
O 2.207 1.755 0.770 -0.325
C -1.151 -0.169 0.143 -0.187
C -0.546 -1.801 0.349 -0.491
S -0.417 -2.460 -1.368 0.611
H 1.125 1.649 -1.427 0.029
H 0.168 2.804 -0.986 0.063
H -0.711 2.008 0.562 0.122
H 0.980 0.401 1.705 0.055
H 1.659 0.023 -0.019 0.107
H -1.751 -0.144 -0.867 0.100
H -1.847 -0.255 0.848 0.013
H 0.396 -1.530 0.627 -0.034
H -1.155 -2.186 1.106 0.034
H -0.097 -3.781 -1.042 -0.159
```

=====

3.
A cluster of 3 separate species, C5H15NO2 in total. Source: the Open Molecules 2025 dataset; level of theory: the ωB97M-V functional and the def2-TZVPD basis.

Calculated values
Net charge   0
Energy relative to the best compared isomer or geometry (same formula, charge and spin)   1.653 eV
Orbital gap   10.2111 eV
SMILES string   C=CC[C@@H](C)N.O.O

Geometry as XYZ:
```
23
Properties=species:S:1:pos:R:3:lowdin_charge:R:1
C 1.095 1.413 -1.921 0.006
C 1.083 1.491 -0.609 -0.171
C -0.001 0.888 0.253 -0.184
C 0.462 -0.286 1.072 -0.453
C 1.356 0.131 2.260 -0.069
N -0.673 -1.057 1.590 0.028
H 1.877 1.912 -2.485 0.056
H 0.379 0.833 -2.474 0.037
H 1.908 1.866 -0.010 0.097
H -0.435 1.693 0.856 0.124
H -0.816 0.524 -0.352 0.089
H 1.043 -1.032 0.577 0.128
H 1.460 -0.687 2.967 0.072
H 2.279 0.678 2.048 0.071
H 0.808 0.923 2.768 0.070
H -0.500 -2.036 1.725 0.062
H -1.066 -0.612 2.402 0.075
O -2.309 0.554 -2.815 -0.057
H -2.027 1.218 -3.446 0.034
H -1.790 -0.244 -2.938 0.028
O -1.425 -2.969 -0.832 -0.069
H -1.000 -3.141 0.014 0.006
H -1.709 -2.060 -0.651 0.019
```

=====

Q: net charge of number 3 (C5H15NO2)?
A: 0

=====

Copy entry 3 word for word.
A cluster of 3 separate species, C5H15NO2 in total. Source: the Open Molecules 2025 dataset; level of theory: the ωB97M-V functional and the def2-TZVPD basis.

Calculated values
Net charge   0
Energy relative to the best compared isomer or geometry (same formula, charge and spin)   1.653 eV
Orbital gap   10.2111 eV
SMILES string   C=CC[C@@H](C)N.O.O

Geometry as XYZ:
```
23
Properties=species:S:1:pos:R:3:lowdin_charge:R:1
C 1.095 1.413 -1.921 0.006
C 1.083 1.491 -0.609 -0.171
C -0.001 0.888 0.253 -0.184
C 0.462 -0.286 1.072 -0.453
C 1.356 0.131 2.260 -0.069
N -0.673 -1.057 1.590 0.028
H 1.877 1.912 -2.485 0.056
H 0.379 0.833 -2.474 0.037
H 1.908 1.866 -0.010 0.097
H -0.435 1.693 0.856 0.124
H -0.816 0.524 -0.352 0.089
H 1.043 -1.032 0.577 0.128
H 1.460 -0.687 2.967 0.072
H 2.279 0.678 2.048 0.071
H 0.808 0.923 2.768 0.070
H -0.500 -2.036 1.725 0.062
H -1.066 -0.612 2.402 0.075
O -2.309 0.554 -2.815 -0.057
H -2.027 1.218 -3.446 0.034
H -1.790 -0.244 -2.938 0.028
O -1.425 -2.969 -0.832 -0.069
H -1.000 -3.141 0.014 0.006
H -1.709 -2.060 -0.651 0.019
```